Density functional theory data (ωB97M-V/def2-TZVPD) for a 3-piece molecular cluster, C3H11NO3 overall at a distorted geometry.

Values from the calculation:
SMILES = CNC(C)=O.O.O
Max |F| = 4.471 eV/A
LUMO energy = 0.53 eV
Relative energy (zero: lowest compared OMol25 entry of this formula, charge and spin) = 1.553 eV
Frontier orbital gap = 10.06 eV

The geometry in ORCA input format:
```
! RIJCOSX wB97M-V def2-TZVPD def2/J DEFGRID3
* xyz 0 1
C -0.76104 1.25552 -0.83752
N -0.33968 1.05851 0.52052
C 0.04635 2.00094 1.55108
C 0.52542 3.31996 0.91602
O 0.22695 1.63740 2.67510
H -0.18922 0.56981 -1.52487
H -1.81879 0.93337 -0.84926
H -0.61862 2.31043 -1.14158
H -1.01137 0.57619 1.13684
H 1.16324 3.87560 1.59469
H -0.36537 3.84021 0.54729
H 1.02024 3.09720 -0.00604
O -0.37972 -4.86878 -1.26809
H -0.54384 -5.58975 -0.65008
H -1.24295 -4.59494 -1.59803
O 0.81154 -2.57101 -2.34198
H 0.30451 -3.25558 -1.88934
H 1.46272 -2.20714 -1.74134
*
```

Density functional theory data (ωB97M-V/def2-TZVPD) for an isolated molecule of C7H12N2O5 at a distorted geometry.

Values from the calculation:
SMILES = C[C@]1(O)C[C@H](O)C[C@@](N=O)([N+](=O)[O-])C1
Max |F| = 4.630 eV/A
LUMO energy = -0.78 eV
Relative energy (zero: lowest compared OMol25 entry of this formula, charge and spin) = 7.689 eV
Frontier orbital gap = 9.17 eV

The geometry in ORCA input format:
```
! RIJCOSX wB97M-V def2-TZVPD def2/J DEFGRID3
* xyz 0 1
C -1.91200 2.01544 -0.02455
C -0.93393 0.89401 -0.31941
O -0.44325 0.86356 -1.67277
C -1.55447 -0.49674 -0.12250
C -0.51974 -1.66348 -0.30301
O -1.12528 -2.78089 0.06334
C 0.75355 -1.48545 0.59910
C 1.39493 -0.08279 0.39547
N 2.31369 0.01470 1.59994
O 3.48123 -0.28303 1.39941
N 2.05758 0.04303 -0.89161
O 2.25254 -0.93701 -1.58650
O 2.46506 1.17991 -1.20074
C 0.30022 1.10587 0.62089
H -1.74093 3.06015 -0.35853
H -2.07114 2.34493 1.10700
H -2.92966 1.71293 -0.32856
H 0.23961 1.54605 -1.74753
H -2.36304 -0.62358 -0.79915
H -2.06359 -0.62013 0.83734
H -0.02783 -1.59743 -1.30784
H -0.55515 -3.54775 -0.09847
H 0.49018 -1.62258 1.69186
H 1.61084 -2.25670 0.54508
H 0.77288 1.99508 0.17355
H 0.10767 1.22187 1.72822
*
```

Density functional theory data (ωB97M-V/def2-TZVPD) for C4H2O5Sm as an isolated structure at a distorted geometry.

Values from the calculation:
Max |F| = 5.016 eV/A
LUMO energy (alpha / beta) = -9.34 / -9.17 eV
Frontier orbital gap (alpha / beta) = 7.05 / 7.22 eV

The geometry in ORCA input format:
```
! RIJCOSX wB97M-V def2-TZVPD def2/J DEFGRID3
* xyz 2 7
C -0.88441 -0.02925 4.04917
O -0.51194 -0.16247 5.12864
O -1.28143 0.07193 2.95761
O -1.55562 -0.62634 -0.60157
C -0.52442 -0.71070 -1.23017
O 0.34379 0.28959 -1.23184
Sm -3.18134 0.65161 1.03006
H -0.30933 -1.52541 -1.93906
O 1.34737 -0.05855 -3.44314
C 1.38228 0.45846 -2.37319
C 2.33462 0.36524 -1.34491
H 2.84045 1.27590 -1.00160
*
```

Density functional theory data (ωB97M-V/def2-TZVPD) for C6H10Si as an isolated structure at a distorted geometry.

Values from the calculation:
Max |F| = 3.390 eV/A
LUMO energy (alpha / beta) = -0.31 / -0.36 eV
Relative energy (zero: lowest compared OMol25 entry of this formula, charge and spin) = 2.866 eV
Frontier orbital gap (alpha / beta) = 6.80 / 6.21 eV

The geometry in ORCA input format:
```
! RIJCOSX wB97M-V def2-TZVPD def2/J DEFGRID3
* xyz 0 1
C 0.82853 -0.00669 -0.13214
C 2.28802 -0.17802 -0.04340
C -2.60734 1.42491 0.21741
C -2.78011 0.06140 0.25729
C 0.02096 -0.94402 -1.01307
C 3.32140 0.54239 0.50173
Si -1.29464 -1.24120 0.21387
H 0.31242 0.86412 0.04175
H 2.58560 -1.15479 -0.39816
H -3.47035 2.04661 0.26019
H -1.67710 1.94105 0.17518
H -3.84671 -0.28101 0.54999
H -0.32936 -0.66072 -2.00349
H 0.63231 -1.89332 -1.18331
H 3.20052 1.53456 0.98290
H 4.29808 0.23243 0.34244
H -1.48225 -2.28771 1.23081
*
```

Density functional theory data (ωB97M-V/def2-TZVPD) for C20H40ClN6O5Pd as an isolated structure at a distorted geometry.

Values from the calculation:
Max |F| = 1.304 eV/A
LUMO energy (alpha / beta) = -1.72 / -2.81 eV
Relative energy (zero: lowest compared OMol25 entry of this formula, charge and spin) = 0.174 eV
Frontier orbital gap (alpha / beta) = 9.16 / 8.19 eV

The geometry in ORCA input format:
```
! RIJCOSX wB97M-V def2-TZVPD def2/J DEFGRID3
* xyz 1 3
Pd -0.41158 0.36937 0.30565
Cl -2.43905 0.86868 1.70651
C 1.94758 -3.14524 2.28726
C 0.98523 -1.98769 2.52431
O 0.68679 -1.17976 1.65546
N 0.48065 -1.90963 3.77009
C -0.22556 -0.73626 4.25103
H 1.28749 -3.98842 2.07454
H 2.56898 -3.29173 3.16772
H 2.60752 -2.93980 1.45137
H 0.59903 -2.70632 4.37007
H -0.85900 -0.99888 5.09989
H -0.90477 -0.30551 3.51573
H 0.48212 0.00607 4.62347
C 1.08210 4.48806 -0.27997
C 0.46170 3.37917 -1.10737
O -0.23026 2.47918 -0.63998
N 0.77667 3.40106 -2.40655
C 0.27425 2.44400 -3.38121
H 0.61362 4.59021 0.69581
H 1.22163 5.43445 -0.79150
H 2.06673 4.12589 0.05003
H 1.52604 4.01198 -2.68502
H 0.75137 1.47882 -3.18980
H 0.54671 2.79040 -4.37302
H -0.79466 2.29161 -3.26672
C -3.20523 -0.93623 -2.99221
C -2.82161 0.29789 -2.21251
O -1.74907 0.35080 -1.61832
N -3.70476 1.30031 -2.17717
C -3.48260 2.54998 -1.46585
H -2.47124 -1.10030 -3.78124
H -4.21008 -0.88646 -3.40856
H -3.15052 -1.80650 -2.33805
H -4.62636 1.19608 -2.56251
H -4.39092 2.93355 -1.00976
H -2.99318 3.25826 -2.13499
H -2.80757 2.42718 -0.61782
C -2.56184 -2.85103 1.58543
C -1.76009 -2.91267 0.32069
O -1.25698 -1.90555 -0.17969
N -1.64285 -4.10895 -0.28543
C -0.97263 -4.34330 -1.54900
H -2.70382 -1.82747 1.92703
H -2.03429 -3.37124 2.39091
H -3.54669 -3.30893 1.48587
H -2.12695 -4.89913 0.10733
H -1.02669 -3.47295 -2.19135
H -1.44241 -5.19766 -2.03409
H 0.06752 -4.62435 -1.36464
C 3.64232 -0.66106 -0.98549
C 2.24585 -0.69501 -1.57264
O 1.30862 -0.15777 -0.98488
N 2.11609 -1.25529 -2.77340
C 0.85696 -1.33114 -3.50709
H 3.69029 -1.01194 0.04109
H 4.00555 0.36691 -0.96571
H 4.30285 -1.24104 -1.63207
H 2.86657 -1.80303 -3.15531
H 0.74097 -2.30938 -3.96601
H 0.86446 -0.55792 -4.27636
H 0.00922 -1.13318 -2.85222
N 1.06420 1.60384 1.73931
C 0.42203 2.57420 2.40660
C 0.90684 3.23978 3.51394
C 2.19621 2.94753 3.94698
C 2.89049 1.96258 3.27038
C 2.30525 1.34147 2.17814
H -0.55508 2.82923 2.01153
H 0.37148 3.99567 4.07117
H 2.59641 3.42016 4.83390
H 3.86808 1.64975 3.61316
H 2.80386 0.49460 1.72313
*
```

Q: max |F| of number 1 (C3H11NO3)?
A: 4.471 eV/A

Q: Which formula does entry 2 have?
A: C7H12N2O5